(1)
Density functional theory data (wB97M-V/def2-TZVPD) for a structure of composition C54H63AsBr2Cl3GeN3O4RbS3Si3 in a non-equilibrium geometry.

Atoms and positions in Å:
Rb (0.73, -0.14, 0.03)
C (-1.46, 3.15, 1.56)
C (-0.23, 3.70, 0.93)
N (0.50, 3.08, 0.07)
C (1.64, 3.77, -0.26)
C (1.75, 4.99, 0.34)
S (0.41, 5.27, 1.38)
C (2.63, 3.13, -1.10)
C (3.94, 3.51, -1.24)
S (4.79, 2.37, -2.19)
C (3.32, 1.45, -2.36)
N (2.31, 1.98, -1.77)
C (3.29, 0.15, -3.11)
H (-2.08, 2.67, 0.80)
H (-2.03, 3.92, 2.08)
H (-1.17, 2.38, 2.28)
H (2.53, 5.72, 0.24)
H (4.44, 4.35, -0.80)
H (4.27, -0.06, -3.55)
H (2.53, 0.18, -3.88)
H (3.04, -0.64, -2.41)
S (-0.65, -2.66, 2.69)
C (-1.15, -2.23, 4.30)
C (-0.63, -2.93, 5.40)
C (-0.95, -2.56, 6.69)
C (-1.81, -1.49, 6.92)
C (-2.35, -0.81, 5.85)
C (-2.05, -1.16, 4.54)
As (-2.70, -0.24, 2.94)
C (-3.71, 1.18, 3.92)
C (-2.94, 2.19, 4.51)
C (-3.54, 3.23, 5.19)
C (-4.92, 3.31, 5.28)
C (-5.69, 2.33, 4.69)
C (-5.09, 1.27, 4.02)
C (-4.29, -1.33, 2.58)
C (-4.60, -2.50, 3.26)
C (-5.74, -3.22, 2.95)
C (-6.61, -2.77, 1.96)
C (-6.31, -1.60, 1.28)
C (-5.16, -0.89, 1.58)
H (0.04, -3.76, 5.21)
H (-0.54, -3.11, 7.53)
H (-2.04, -1.19, 7.94)
H (-3.04, 0.01, 6.05)
H (-1.86, 2.13, 4.44)
H (-2.92, 3.99, 5.66)
H (-5.39, 4.12, 5.82)
H (-6.78, 2.37, 4.75)
H (-5.71, 0.49, 3.58)
H (-3.93, -2.85, 4.04)
H (-5.96, -4.14, 3.48)
H (-7.50, -3.33, 1.73)
H (-6.98, -1.25, 0.50)
H (-4.93, 0.02, 1.04)
Br (2.51, -5.38, -0.42)
C (1.95, -4.44, -1.99)
C (2.08, -5.05, -3.22)
C (1.68, -4.39, -4.36)
Br (1.92, -5.25, -6.05)
C (1.07, -3.12, -4.29)
C (0.57, -2.40, -5.40)
C (-0.08, -1.21, -5.21)
C (-0.23, -0.73, -3.90)
N (0.28, -1.34, -2.85)
C (0.92, -2.51, -3.01)
C (1.43, -3.13, -1.79)
O (1.37, -2.56, -0.68)
H (2.49, -6.05, -3.29)
H (0.69, -2.81, -6.40)
H (-0.49, -0.66, -6.04)
H (-0.77, 0.19, -3.70)
C (-1.93, 5.08, -1.93)
Si (-2.16, 3.55, -3.04)
C (-0.42, 3.11, -3.66)
C (-3.13, 4.21, -4.54)
Ge (-3.19, 1.70, -1.87)
Si (-4.14, 0.39, -3.67)
C (-3.24, 0.61, -5.34)
C (-5.97, 0.77, -4.08)
C (-4.05, -1.46, -3.28)
Si (-5.12, 2.77, -0.87)
C (-5.96, 4.08, -1.99)
C (-4.70, 3.72, 0.73)
C (-6.51, 1.58, -0.34)
H (-1.79, 5.98, -2.52)
H (-1.05, 4.96, -1.29)
H (-2.79, 5.24, -1.28)
H (0.16, 4.00, -3.90)
H (-0.45, 2.48, -4.55)
H (0.13, 2.56, -2.88)
H (-2.56, 4.99, -5.06)
H (-4.09, 4.64, -4.23)
H (-3.35, 3.42, -5.26)
H (-2.33, 1.21, -5.23)
H (-3.87, 1.11, -6.08)
H (-2.95, -0.36, -5.75)
H (-6.06, 1.78, -4.50)
H (-6.60, 0.72, -3.20)
H (-6.35, 0.07, -4.82)
H (-3.02, -1.81, -3.32)
H (-4.64, -2.06, -3.99)
H (-4.42, -1.68, -2.28)
H (-5.28, 4.92, -2.16)
H (-6.87, 4.46, -1.53)
H (-6.21, 3.66, -2.96)
H (-3.92, 4.47, 0.55)
H (-4.33, 3.04, 1.50)
H (-5.57, 4.23, 1.13)
H (-6.57, 0.71, -1.00)
H (-7.48, 2.07, -0.34)
H (-6.32, 1.21, 0.67)
Cl (-3.12, -4.23, -1.06)
C (-1.67, -3.40, -0.45)
Cl (-1.85, -1.65, -0.52)
H (-0.84, -3.68, -1.08)
H (-1.52, -3.68, 0.58)
C (5.17, -2.41, -1.93)
C (5.95, -1.29, -1.28)
C (7.17, -0.90, -1.79)
C (7.94, 0.05, -1.14)
Cl (9.49, 0.51, -1.80)
C (7.49, 0.63, 0.04)
C (6.26, 0.26, 0.55)
C (5.47, -0.69, -0.11)
O (4.27, -1.10, 0.33)
C (3.84, -0.80, 1.66)
C (3.44, 0.71, 1.87)
O (4.09, 1.34, 2.73)
O (2.53, 1.12, 1.12)
H (5.68, -3.36, -1.75)
H (4.17, -2.49, -1.50)
H (5.09, -2.28, -3.01)
H (7.55, -1.36, -2.70)
H (8.11, 1.35, 0.55)
H (5.90, 0.73, 1.46)
H (4.61, -1.06, 2.38)
H (2.96, -1.44, 1.80)

Calculated values
- Kohn-Sham gap (alpha / beta): 5.5 / 3.9 eV
- Net charge: -2
- Multiplicity: 2
- LUMO energy (alpha / beta): 3.37 / 1.77 eV
- E_HOMO (alpha / beta): -2.1 / -2.1 eV

***

(2)
Density functional theory data (wB97M-V/def2-TZVPD) for a structure of composition C45H49IrN9OS3.

Atoms and positions in Å:
Ir (0.23, -0.23, -0.13)
N (-1.06, -1.79, -0.35)
S (-0.48, -2.96, -1.45)
N (1.01, -2.31, -1.43)
S (2.33, -2.76, -2.14)
N (3.43, -1.72, -1.82)
S (3.26, -0.15, -1.38)
N (2.01, 0.36, -0.75)
C (3.63, 0.75, -2.86)
C (2.63, 1.56, -3.38)
C (2.88, 2.22, -4.58)
C (4.11, 2.09, -5.20)
C (5.10, 1.28, -4.65)
C (4.87, 0.61, -3.47)
C (4.67, 0.03, -0.34)
C (5.12, -1.03, 0.43)
C (6.15, -0.81, 1.33)
C (6.72, 0.46, 1.44)
C (6.25, 1.51, 0.66)
C (5.21, 1.30, -0.24)
C (2.88, -4.31, -1.53)
C (3.65, -5.14, -2.33)
C (4.13, -6.32, -1.79)
C (3.84, -6.65, -0.47)
C (3.08, -5.80, 0.32)
C (2.59, -4.61, -0.20)
C (2.08, -2.97, -3.86)
C (2.66, -2.08, -4.76)
C (2.37, -2.22, -6.11)
C (1.52, -3.23, -6.54)
C (0.97, -4.12, -5.63)
C (1.24, -4.00, -4.28)
C (-1.24, -2.47, -2.95)
C (-0.91, -1.28, -3.60)
C (-1.56, -0.98, -4.78)
C (-2.54, -1.84, -5.28)
C (-2.86, -3.01, -4.62)
C (-2.20, -3.34, -3.44)
C (-2.10, -2.18, 0.52)
C (-2.82, -1.16, 1.14)
C (-3.83, -1.46, 2.04)
C (-4.14, -2.79, 2.31)
C (-3.43, -3.81, 1.69)
C (-2.41, -3.51, 0.79)
H (1.68, 1.66, -2.87)
H (2.11, 2.86, -5.01)
H (4.30, 2.62, -6.12)
H (6.06, 1.19, -5.14)
H (5.63, -0.02, -3.03)
H (4.69, -2.02, 0.32)
H (6.53, -1.62, 1.93)
H (7.53, 0.62, 2.13)
H (6.70, 2.49, 0.75)
H (4.85, 2.12, -0.85)
H (3.87, -4.88, -3.36)
H (4.73, -6.98, -2.40)
H (4.22, -7.57, -0.05)
H (2.86, -6.06, 1.35)
H (2.00, -3.94, 0.41)
H (3.33, -1.30, -4.41)
H (2.81, -1.54, -6.82)
H (1.31, -3.33, -7.59)
H (0.33, -4.92, -5.98)
H (0.83, -4.71, -3.57)
H (-0.16, -0.61, -3.20)
H (-1.33, -0.06, -5.30)
H (-3.05, -1.59, -6.20)
H (-3.62, -3.67, -5.01)
H (-2.43, -4.26, -2.92)
H (-2.60, -0.13, 0.89)
H (-4.39, -0.67, 2.51)
H (-4.93, -3.03, 3.01)
H (-3.67, -4.84, 1.90)
H (-1.86, -4.33, 0.33)
C (-0.59, 5.63, 0.24)
C (-1.66, 5.87, -0.83)
C (-1.05, 6.26, -2.17)
C (-2.63, 4.69, -0.93)
N (-1.93, 3.41, -1.10)
C (-1.69, 2.44, -0.21)
N (-0.99, 1.51, -0.82)
N (-0.80, 1.93, -2.09)
N (-1.36, 3.06, -2.26)
H (-0.02, 6.54, 0.41)
H (0.11, 4.86, -0.08)
H (-1.03, 5.33, 1.19)
H (-2.29, 6.70, -0.49)
H (-0.39, 5.48, -2.55)
H (-0.46, 7.17, -2.06)
H (-1.82, 6.44, -2.92)
H (-3.32, 4.77, -1.76)
H (-3.20, 4.58, -0.01)
H (-2.02, 2.44, 0.81)
C (2.09, 1.74, 4.44)
N (1.49, 1.56, 3.12)
C (1.88, 2.51, 2.07)
C (0.50, 0.72, 2.92)
C (0.02, -0.16, 4.03)
O (-0.10, 0.67, 1.79)
H (3.05, 2.23, 4.33)
H (2.25, 0.78, 4.92)
H (1.45, 2.36, 5.07)
H (2.89, 2.85, 2.27)
H (1.21, 3.37, 2.06)
H (1.87, 2.02, 1.10)
H (-0.31, 0.44, 4.88)
H (0.81, -0.82, 4.38)
H (-0.82, -0.75, 3.66)

Calculated values
- Kohn-Sham gap (alpha / beta): 8.1 / 6.0 eV
- Net charge: +3
- Multiplicity: 5
- LUMO energy (alpha / beta): -7.12 / -9.20 eV
- E_HOMO (alpha / beta): -15.2 / -15.2 eV

***

(3)
Density functional theory data (wB97M-V/def2-TZVPD) for the ion C2H5N2 with charge +1 in a non-equilibrium geometry.

Atoms and positions in Å:
C (-0.29, 0.69, 0.13)
C (-1.13, -0.32, -0.24)
N (1.93, -0.42, 0.03)
N (1.29, 0.49, -0.16)
H (-0.49, 1.65, -0.38)
H (-0.08, 0.84, 1.23)
H (-1.18, -1.39, 0.14)
H (-1.60, -0.16, -1.13)
H (1.56, -1.38, 0.37)

Calculated values
- Energy above the lowest of the compared OMol25 structures with the same formula, charge and spin: 4.0521 eV
- Kohn-Sham gap (alpha / beta): 7.9 / 8.9 eV
- Net charge: +1
- LUMO energy (alpha / beta): -7.70 / -7.03 eV
- E_HOMO (alpha / beta): -15.6 / -16.0 eV

***

(4)
Density functional theory data (wB97M-V/def2-TZVPD) for an isolated molecule of C3H7NO2.

Atoms and positions in Å:
O (-0.89, 1.58, 1.40)
C (0.06, 1.17, 0.81)
O (1.31, 1.67, 1.04)
C (0.05, 0.08, -0.29)
C (-1.32, -0.53, -0.39)
N (1.12, -0.88, -0.03)
H (1.91, 1.09, 0.57)
H (0.28, 0.59, -1.22)
H (-1.48, -1.06, -1.34)
H (-2.15, 0.18, -0.34)
H (-1.50, -1.19, 0.46)
H (0.80, -1.83, 0.08)
H (1.80, -0.87, -0.76)

Calculated values
- Energy above the lowest of the compared OMol25 structures with the same formula, charge and spin: 0.6954 eV
- Kohn-Sham gap: 10.4 eV
- LUMO energy: 0.62 eV
- Structure (SMILES): C[C@H](N)C(=O)O
- E_HOMO: -9.8 eV